Entry 1:
This record from OMol25 describes the molecule C17H17F3N4O2S in a non-equilibrium geometry. The level of theory is wB97M-V/def2-TZVPD.

Output
frontier orbital gap	8.1	eV
relative energy (zero: lowest compared OMol25 entry of this formula, charge and spin)	0.0	kcal/mol
SMILES	CC1(C)C(=O)N(c2ccc(C#N)c(C(F)(F)F)c2)C(=S)N1CCCC(N)=O
net charge	0
HOMO	-8.765	eV

CARTESIAN COORDINATES (ANGSTROEM)
N: 4.652 4.736 4.421
O: -3.085 0.784 -3.022
O: 2.757 -0.692 -0.648
F: 1.244 1.975 6.044
F: 3.423 2.221 6.507
F: 2.597 0.308 6.236
S: -0.685 -0.435 2.916
C: 4.197 3.707 4.087
C: -3.836 0.979 -2.127
C: 1.749 -0.734 0.046
C: 0.090 -0.562 1.388
C: 3.802 2.429 2.174
C: 3.294 1.381 1.485
C: 2.190 0.555 3.407
C: 3.546 2.549 3.545
C: 2.308 0.514 2.032
C: 2.755 1.512 4.259
N: -5.115 0.282 -2.111
N: 1.461 -0.301 1.271
N: -0.604 -0.726 0.215
C: 2.490 1.528 5.752
C: 0.409 -0.186 -2.129
C: 0.418 -2.500 -1.021
C: -3.441 1.712 -0.881
C: -1.953 -0.278 -0.180
C: -2.066 1.343 -0.367
C: 0.511 -1.018 -0.803
H: 4.493 3.014 1.645
H: 3.454 1.281 0.476
H: 1.606 -0.260 3.930
H: -5.726 0.406 -1.327
H: -5.454 0.080 -3.000
H: -0.642 0.039 -2.419
H: 0.910 0.767 -1.980
H: 0.888 -0.698 -2.925
H: 1.157 -2.860 -1.715
H: -0.523 -2.905 -1.431
H: 0.681 -3.029 -0.051
H: -4.243 1.538 -0.025
H: -3.390 2.821 -1.019
H: -2.300 -0.728 -1.166
H: -2.544 -0.552 0.697
H: -1.307 1.665 -1.086
H: -1.867 1.889 0.566

Atoms 1-3, force components in eV/Å:
-0.91 -2.53 -0.76
1.32 0.19 -1.82
0.68 -0.14 1.98



Entry 2:
This record from OMol25 describes a structure of composition C17H17F6FeN7OS5Sb. The level of theory is wB97M-V/def2-TZVPD.

Output
<S²>	8.76
2S+1	6
frontier orbital gap (alpha / beta)	7.7 / 6.6	eV
relative energy (zero: lowest compared OMol25 entry of this formula, charge and spin)	8.5	kcal/mol
net charge	0
HOMO (alpha / beta)	-7.702 / -7.709	eV

CARTESIAN COORDINATES (ANGSTROEM)
Fe: -0.329 -1.018 1.341
N: -0.221 -1.353 5.472
C: -0.330 -1.561 4.164
O: 0.168 -0.755 3.356
C: -1.024 -2.788 3.644
C: -1.642 -2.462 2.302
H: 0.248 -0.526 5.803
H: -0.642 -1.981 6.133
H: -1.739 -3.159 4.389
H: -0.250 -3.554 3.537
H: -2.546 -1.857 2.365
H: -1.724 -3.288 1.608
N: -2.282 -0.778 -1.668
C: -1.401 -1.786 -1.592
N: -0.683 -2.085 -0.529
C: 0.109 -3.202 -0.772
C: -0.036 -3.762 -1.992
S: -1.184 -2.875 -2.920
C: 1.069 -3.586 0.260
C: 1.949 -4.615 0.226
S: 3.015 -4.515 1.576
C: 2.200 -3.082 2.095
N: 1.183 -2.747 1.353
N: 2.594 -2.400 3.205
H: -2.250 -0.083 -0.930
H: -2.592 -0.474 -2.574
H: 0.494 -4.599 -2.410
H: 2.063 -5.379 -0.521
H: 3.556 -2.523 3.477
H: 2.281 -1.437 3.226
F: 1.501 -0.293 0.626
Sb: 2.954 0.768 -0.194
F: 2.212 2.269 0.663
F: 3.932 0.365 1.381
F: 4.357 1.738 -0.980
F: 3.524 -0.878 -0.934
F: 1.791 0.996 -1.670
S: -3.432 5.764 -0.776
C: -2.686 4.313 -0.504
S: -3.109 3.385 0.923
C: -2.048 2.122 0.414
N: -1.438 2.357 -0.696
N: -1.780 3.591 -1.211
C: -1.123 3.941 -2.441
C: -1.284 5.189 -3.038
C: -0.619 5.467 -4.223
C: 0.202 4.525 -4.818
C: 0.359 3.288 -4.212
C: -0.296 2.989 -3.032
S: -1.980 0.636 1.322
H: -1.916 5.933 -2.590
H: -0.751 6.440 -4.677
H: 0.721 4.753 -5.739
H: 1.004 2.539 -4.652
H: -0.150 2.033 -2.567

Atoms 1-3, force components in eV/Å:
0.14 -0.59 -0.29
-0.01 -0.01 0.04
0.08 -0.06 -0.15



Entry 3:
This record from OMol25 describes the molecule C17H17FN4O2 in a non-equilibrium geometry. The level of theory is wB97M-V/def2-TZVPD.

Output
frontier orbital gap	9.3	eV
relative energy (zero: lowest compared OMol25 entry of this formula, charge and spin)	0.0	kcal/mol
SMILES	C[C@H](c1ccccc1F)n1cc(C(=O)NCCc2ccco2)nn1
net charge	0
HOMO	-8.509	eV

CARTESIAN COORDINATES (ANGSTROEM)
C: -0.417 -3.907 1.423
H: -0.070 -3.609 2.410
H: -0.243 -4.973 1.306
H: -1.486 -3.719 1.349
C: 0.334 -3.147 0.329
N: -0.038 -1.756 0.309
C: -0.299 -0.918 1.332
C: -0.547 0.299 0.724
N: -0.423 0.117 -0.613
N: -0.122 -1.100 -0.845
C: -0.909 1.594 1.333
O: -1.138 1.726 2.521
N: -0.931 2.595 0.430
H: -0.783 2.351 -0.540
C: -1.403 3.920 0.733
H: -1.581 3.954 1.810
H: -0.633 4.654 0.470
C: -2.701 4.237 -0.032
C: -2.468 4.232 -1.504
C: -2.412 3.213 -2.411
C: -2.091 3.807 -3.657
C: -1.972 5.139 -3.415
O: -2.195 5.406 -2.115
H: -1.745 5.969 -4.053
H: -1.967 3.307 -4.595
H: -2.585 2.173 -2.223
H: -3.057 5.222 0.270
H: -3.454 3.491 0.223
H: -0.306 -1.201 2.362
C: 1.830 -3.317 0.502
C: 2.442 -4.465 0.012
C: 3.795 -4.702 0.150
C: 4.574 -3.761 0.801
C: 3.992 -2.610 1.302
C: 2.632 -2.392 1.155
H: 2.196 -1.486 1.550
H: 4.596 -1.875 1.810
H: 5.634 -3.929 0.914
H: 4.218 -5.609 -0.252
F: 1.683 -5.388 -0.619
H: 0.052 -3.542 -0.655

Atoms 1-3, force components in eV/Å:
-0.07 0.14 -0.19
0.02 0.01 0.08
0.06 -0.05 0.01



Entry 4:
This record from OMol25 describes a structure of composition C17H17I2N4OPt in a non-equilibrium geometry. The level of theory is wB97M-V/def2-TZVPD.

Output
<S²>	6.03
2S+1	5
frontier orbital gap (alpha / beta)	8.2 / 3.6	eV
net charge	+3
HOMO (alpha / beta)	-17.104 / -17.121	eV

CARTESIAN COORDINATES (ANGSTROEM)
Pt: -0.231 -0.480 -1.011
I: 5.328 -3.494 3.323
C: 4.203 -2.522 1.882
C: 4.554 -2.686 0.532
C: 3.761 -2.093 -0.436
I: 4.265 -2.274 -2.440
C: 2.578 -1.324 -0.106
O: 1.832 -0.903 -1.029
C: 2.339 -1.074 1.300
C: 1.368 0.005 1.715
N: -0.031 -0.146 1.282
C: -0.805 1.088 1.504
C: -0.440 2.149 0.494
C: -0.566 3.503 0.756
C: -0.222 4.413 -0.236
C: 0.267 3.957 -1.452
C: 0.362 2.589 -1.648
N: 0.006 1.730 -0.695
C: 3.123 -1.686 2.242
H: 5.433 -3.257 0.257
H: 1.735 0.946 1.296
H: 1.404 0.093 2.804
H: -0.472 -0.916 1.775
H: -0.633 1.480 2.510
H: -1.867 0.851 1.420
H: -0.927 3.840 1.719
H: -0.333 5.475 -0.062
H: 0.561 4.640 -2.235
H: 0.720 2.173 -2.581
H: 2.932 -1.502 3.293
C: -2.566 -2.945 -1.425
C: -3.042 -1.548 -1.313
N: -2.278 -0.450 -1.302
C: -3.113 0.648 -1.268
C: -4.398 0.209 -1.273
N: -4.324 -1.161 -1.299
H: -1.479 -2.993 -1.351
H: -2.851 -3.363 -2.393
H: -3.003 -3.595 -0.666
H: -2.746 1.659 -1.299
H: -5.329 0.748 -1.264
H: -5.117 -1.785 -1.317

Atoms 1-3, force components in eV/Å:
-0.28 0.58 0.53
-0.50 0.47 -0.73
0.58 -0.48 0.83



Entry 5:
This record from OMol25 describes a structure of composition C17H17N2O4PtS3 in a non-equilibrium geometry. The level of theory is wB97M-V/def2-TZVPD.

Output
frontier orbital gap (alpha / beta)	6.3 / 6.3	eV
relative energy (zero: lowest compared OMol25 entry of this formula, charge and spin)	69.0	kcal/mol
net charge	-1
HOMO (alpha / beta)	-4.077 / -4.078	eV

CARTESIAN COORDINATES (ANGSTROEM)
Pt: 0.660 -0.559 0.351
C: 0.334 1.024 -3.858
C: 0.704 0.939 -2.401
N: -0.028 0.270 -1.564
N: -1.204 -0.234 -1.965
C: -1.635 -1.312 -1.404
S: -0.702 -2.390 -0.434
S: -3.357 -1.645 -1.649
C: -3.977 -0.405 -0.416
C: -3.927 -0.992 0.951
C: -5.009 -1.723 1.430
C: -4.945 -2.353 2.658
C: -3.787 -2.278 3.414
C: -2.704 -1.551 2.949
C: -2.780 -0.899 1.731
C: 1.969 1.516 -1.990
C: 2.357 2.771 -2.446
C: 3.605 3.291 -2.167
C: 4.499 2.541 -1.409
C: 4.133 1.315 -0.913
C: 2.864 0.745 -1.180
O: 2.604 -0.455 -0.812
H: 0.482 0.038 -4.303
H: -0.714 1.290 -3.979
H: 0.972 1.735 -4.376
H: -3.334 0.465 -0.534
H: -4.996 -0.181 -0.728
H: -5.897 -1.809 0.820
H: -5.797 -2.913 3.023
H: -3.726 -2.795 4.361
H: -1.787 -1.496 3.515
H: -1.920 -0.333 1.384
H: 1.652 3.366 -3.012
H: 3.879 4.272 -2.531
H: 5.488 2.933 -1.207
H: 4.819 0.734 -0.317
C: 3.454 -0.794 2.135
S: 1.922 0.052 2.611
O: 2.128 0.562 3.946
O: 1.648 1.101 1.613
O: 0.876 -0.998 2.543
H: 4.274 -0.111 2.311
H: 3.376 -1.062 1.085
H: 3.529 -1.672 2.764

Atoms 1-3, force components in eV/Å:
-2.13 -0.43 -0.48
-0.32 0.23 0.24
-0.38 -0.26 -0.09



Entry 6:
This record from OMol25 describes a structure of composition C17H17N2OS3SeTa in a non-equilibrium geometry. The level of theory is wB97M-V/def2-TZVPD.

Output
frontier orbital gap	6.9	eV
net charge	0
HOMO	-8.202	eV

CARTESIAN COORDINATES (ANGSTROEM)
Ta: 0.021 -1.146 -0.993
N: 0.455 1.110 0.096
C: 0.744 0.950 1.487
C: 1.949 1.391 2.007
C: 2.245 1.162 3.342
C: 1.339 0.481 4.140
C: 0.136 0.048 3.602
C: -0.191 0.290 2.271
C: -1.499 -0.118 1.700
C: -2.605 0.065 2.530
C: -3.865 -0.374 2.166
C: -4.028 -1.002 0.947
C: -2.946 -1.136 0.089
C: -1.648 -0.695 0.409
H: 1.141 1.706 -0.350
H: -0.481 1.482 -0.049
H: 2.657 1.906 1.368
H: 3.189 1.502 3.748
H: 1.572 0.275 5.176
H: -0.562 -0.504 4.217
H: -2.468 0.566 3.480
H: -4.706 -0.226 2.832
H: -4.999 -1.373 0.642
H: -3.128 -1.592 -0.870
S: -2.124 -4.085 -3.865
C: -1.427 -3.018 -2.875
S: -1.724 -1.300 -2.834
S: -0.229 -3.459 -1.642
Se: 3.530 -2.367 2.142
C: 2.139 -2.061 1.159
N: 1.176 -1.865 0.490
C: 2.760 1.037 -3.256
C: 1.297 0.667 -3.355
C: 0.375 1.865 -3.431
O: 0.953 -0.130 -2.216
H: 3.054 1.614 -4.133
H: 3.386 0.148 -3.201
H: 2.945 1.643 -2.365
H: 1.134 0.033 -4.231
H: 0.581 2.571 -2.622
H: -0.668 1.554 -3.371
H: 0.519 2.384 -4.379

Atoms 1-3, force components in eV/Å:
-1.04 0.69 0.05
-0.05 -0.51 0.16
0.10 0.23 -0.03



Entry 7:
This record from OMol25 describes the molecule C17H17N3O4 in a non-equilibrium geometry. The level of theory is wB97M-V/def2-TZVPD.

Output
frontier orbital gap	8.7	eV
relative energy (zero: lowest compared OMol25 entry of this formula, charge and spin)	67.4	kcal/mol
SMILES	N/C(=N\OC(=O)CCCc1ccccc1)c1cccc([N+](=O)[O-])c1
net charge	0
HOMO	-9.253	eV

CARTESIAN COORDINATES (ANGSTROEM)
N: 1.078 2.254 -0.144
C: 1.555 0.994 0.034
N: 0.936 -0.123 0.052
O: -0.444 -0.276 -0.137
C: -1.187 0.350 -1.042
O: -0.822 1.252 -1.762
C: -2.571 -0.255 -1.052
C: -3.598 0.707 -1.641
H: -3.262 1.020 -2.632
H: -3.658 1.598 -1.013
C: -4.985 0.063 -1.745
C: -5.531 -0.277 -0.386
C: -6.054 0.722 0.426
C: -6.527 0.429 1.692
C: -6.483 -0.872 2.165
C: -5.967 -1.875 1.364
C: -5.493 -1.578 0.097
H: -5.093 -2.367 -0.524
H: -5.931 -2.892 1.725
H: -6.853 -1.102 3.153
H: -6.933 1.216 2.310
H: -6.095 1.738 0.059
H: -4.920 -0.838 -2.357
H: -5.657 0.765 -2.243
H: -2.836 -0.550 -0.036
H: -2.518 -1.163 -1.658
C: 2.997 0.859 0.355
C: 3.693 -0.270 -0.059
C: 5.040 -0.387 0.244
C: 5.712 0.596 0.963
C: 5.011 1.710 1.383
C: 3.665 1.843 1.081
H: 3.125 2.708 1.437
H: 5.512 2.478 1.951
H: 6.761 0.470 1.180
N: 5.767 -1.556 -0.199
O: 6.921 -1.663 0.156
O: 5.182 -2.352 -0.898
H: 3.188 -1.050 -0.607
H: 1.757 2.977 -0.321
H: 0.218 2.337 -0.678

Atoms 1-3, force components in eV/Å:
-0.16 0.38 0.09
-0.62 0.54 -0.12
0.70 -1.09 -0.12



Entry 8:
This record from OMol25 describes a structure of composition C17H17N7O2PdSe in a non-equilibrium geometry. The level of theory is wB97M-V/def2-TZVPD.

Output
frontier orbital gap	7.5	eV
net charge	+2
HOMO	-14.055	eV

CARTESIAN COORDINATES (ANGSTROEM)
Pd: -0.044 -0.198 -0.012
N: 2.647 -1.176 1.497
C: 2.596 -1.588 0.178
C: 3.745 -2.220 -0.318
C: 3.768 -2.670 -1.609
C: 2.635 -2.483 -2.405
C: 1.555 -1.853 -1.860
N: 1.517 -1.398 -0.578
C: 1.727 -0.607 2.349
C: 2.066 -0.563 3.710
C: 1.166 -0.067 4.613
C: -0.080 0.373 4.156
C: -0.335 0.325 2.816
N: 0.567 -0.128 1.906
H: 3.505 -1.436 1.956
H: 4.601 -2.345 0.332
H: 4.649 -3.160 -2.001
H: 2.597 -2.821 -3.430
H: 0.662 -1.688 -2.438
H: 3.028 -0.942 4.028
H: 1.412 -0.038 5.666
H: -0.836 0.739 4.834
H: -1.280 0.652 2.410
N: -0.766 4.962 0.178
C: -1.609 3.748 0.442
C: -0.699 2.539 0.172
O: -1.282 1.422 0.329
O: 0.464 2.774 -0.151
H: -1.092 5.513 -0.615
H: 0.167 4.532 -0.054
H: -0.679 5.580 0.983
H: -2.477 3.740 -0.212
H: -1.945 3.748 1.476
Se: -2.981 -3.524 -0.241
N: -3.956 -2.912 -1.578
C: -3.289 -1.890 -2.083
C: -3.661 -1.070 -3.196
C: -2.823 -0.053 -3.540
C: -1.626 0.212 -2.807
N: -1.222 -0.522 -1.800
C: -2.036 -1.572 -1.472
N: -1.720 -2.318 -0.434
H: -4.579 -1.259 -3.737
H: -3.055 0.593 -4.374
H: -1.004 1.055 -3.083

Atoms 1-3, force components in eV/Å:
0.16 0.41 -0.65
0.03 0.09 -0.07
-0.02 0.06 0.14